ORCA calculation (ωB97M-V with the def2-TZVPD basis set) on an isolated molecule of C4H7ClN2S.

The geometry in XYZ format:
```
15
Properties=species:S:1:pos:R:3:forces:R:3
S 3.0817 0.5952 -0.0110 1.710 -0.078 0.007
N 2.6335 -1.0397 0.0051 -1.478 0.630 0.051
C 1.3797 -1.2981 0.0062 -0.573 0.457 0.029
N 0.1570 -0.5739 -0.0509 0.628 -3.179 0.504
C -0.0623 0.7292 0.0174 -0.770 3.829 0.376
C -1.2180 1.4454 -0.0104 0.253 -1.064 0.170
C -2.6616 1.0327 0.0283 -1.229 0.191 -1.345
Cl -3.0348 -0.7775 -0.0068 0.325 0.746 -0.104
H 4.4257 0.2907 0.0806 -0.947 0.418 -0.089
H 1.1577 -2.3285 0.0549 -0.285 -1.172 -0.033
H -0.6949 -1.1300 0.0910 0.813 -0.067 -0.377
H 0.8209 1.3275 0.2004 -0.024 0.088 -0.525
H -1.1234 2.5193 -0.1081 0.163 0.033 0.336
H -3.2394 1.3628 0.9026 0.627 0.013 -0.043
H -3.2233 1.4922 -0.8583 0.787 -0.846 1.044
```
Positions in Å, forces in eV/Å.

Its spin multiplicity is 1. Its strongest force on any atom is 3.9 eV/A. The value obtained for the calculated total energy is -30597.6815 eV. Its molecular weight is 150.634 g/mol. The total charge is 0. The calculation puts the energy above the lowest of the compared OMol25 structures with the same formula, charge and spin at 1.606 eV. For the lowest unoccupied orbital energy, the calculation gives 0.7 eV. The SMILES is S/N=C\N/C=C\CCl.


ORCA calculation (ωB97M-V with the def2-TZVPD basis set) on a cluster of 4 separate species, C3H14O3S2 in total.

The geometry in XYZ format:
```
22
Properties=species:S:1:pos:R:3:forces:R:3
C 0.2363 1.2597 1.1515 0.882 1.701 -0.231
C -0.8460 0.4476 1.7789 -1.448 -0.712 1.264
S -0.8340 -1.3742 1.8220 1.478 0.105 1.190
S -1.7118 -1.9008 -0.1651 -1.159 -0.480 -1.770
C -0.4865 -1.0913 -1.1843 0.558 -0.157 -0.912
H 0.0578 1.5312 0.1060 0.029 -0.717 -0.020
H 0.2743 2.2732 1.5950 -0.263 -0.234 0.320
H 1.2750 0.9332 1.2500 -0.268 -0.565 -0.065
H -1.8184 0.7691 1.3777 0.164 -0.158 -0.089
H -0.9492 0.5326 2.8738 0.399 0.946 -0.396
H -0.2606 -1.6118 -2.1259 -0.486 -0.121 0.056
H 0.4896 -1.0780 -0.7169 -0.155 0.145 0.593
H -0.7372 -0.0618 -1.4646 -0.009 -0.082 0.247
H 2.3204 -2.3935 1.1193 -0.191 0.235 -0.364
H 2.8396 -1.0498 1.4906 -0.129 0.364 0.110
O 2.8048 -1.6434 0.7382 0.240 -0.499 0.104
H 2.7028 0.8609 -1.8363 0.148 -0.087 0.058
H 2.5050 -0.4381 -1.0247 0.163 -0.290 0.377
O 2.0387 0.2752 -1.4650 0.067 0.565 -0.523
H -4.1158 1.3702 -1.7897 0.299 -0.421 -0.502
H -2.5705 1.0036 -2.0636 -0.440 -0.379 -0.317
O -3.2141 1.3861 -1.4670 0.122 0.841 0.872
```
Positions in Å, forces in eV/Å.

Its spin multiplicity is 2. Its strongest force on any atom is 2.2 eV/A. The value obtained for the calculated total energy is -31150.2057 eV. Its molecular weight is 162.276 g/mol. The total charge is -1. The calculation puts the energy above the lowest of the compared OMol25 structures with the same formula, charge and spin at 1.119 eV. For the lowest unoccupied orbital energy (spin up / spin down), the calculation gives 3.2 / 3.1 eV.